Density functional theory data (ωB97M-V/def2-TZVPD) for an isolated molecule of C5H7NO in a non-equilibrium geometry.

Results
E_tot: -8830.7654 eV
HOMO: -0.3263 Eh
2S+1: 1
Maximum force: 4.6 eV/Å
Kohn-Sham gap: 9.7 eV

Structure (XYZ):
```
14
Properties=species:S:1:pos:R:3:mulliken_charge:R:1
C -0.29933 -1.35032 -0.12401 -1.351
C 0.92195 -0.77335 0.47057 1.217
C 0.63030 0.50517 1.34559 -0.688
O 0.58981 1.54358 0.30014 -0.390
C 1.46100 1.39425 -0.87685 -0.349
C 1.77411 0.05374 -0.43407 0.149
N 2.38668 -0.84866 0.22600 -0.658
H -0.10866 -1.66038 -1.11442 0.397
H -1.04627 -0.41990 -0.29781 0.278
H -0.88516 -2.01723 0.54770 0.281
H -0.39935 0.49340 1.49930 0.315
H 1.29493 0.89061 2.17425 0.290
H 2.29280 1.97382 -1.02582 0.312
H 0.76808 1.55293 -1.75266 0.197
```